{
  "formula": "C9H15NO",
  "method": "ωB97M-V/def2-TZVPD",
  "species": ["C", "C", "C", "C", "C", "C", "C", "C", "C", "N", "O", "H", "H", "H", "H", "H", "H", "H", "H", "H", "H", "H", "H", "H", "H", "H"],
  "coordinates": [[0.165397, -1.691804, -0.747457], [-2.914723, -1.982311, 1.210207], [-1.866108, -1.525040, 1.817617], [-0.169522, -0.659626, 0.125390], [-1.302969, -1.303090, 3.140667], [2.270454, 1.995888, -2.488891], [-0.366211, 0.809159, 0.125411], [1.007877, 1.322230, -1.962086], [0.827210, 1.573355, -0.467233], [1.022647, -1.460494, 0.345152], [0.022062, -2.414225, -1.683156], [-3.777167, -2.364831, 1.752069], [-2.997558, -2.017235, 0.136627], [-0.680661, -2.154008, 3.425848], [-0.678851, -0.409096, 3.155030], [-2.100440, -1.178267, 3.885310], [2.365114, 1.845240, -3.562425], [3.154656, 1.583801, -2.004493], [2.236233, 3.065741, -2.291912], [-1.271787, 1.035801, -0.442009], [-0.522492, 1.150639, 1.155190], [1.059482, 0.246072, -2.154595], [0.136744, 1.705443, -2.498624], [1.740233, 1.290625, 0.066925], [0.671059, 2.641743, -0.297497], [1.969320, -1.105707, 0.258935]],
  "forces_ev_per_a": [[-0.116, -0.611, -0.179], [-0.586, -0.222, -0.056], [1.525, 0.893, -1.614], [-1.553, -0.223, 1.739], [-0.025, -0.093, 0.300], [-0.248, -0.160, -0.058], [0.244, 0.286, 0.036], [0.236, 0.076, 0.175], [-0.249, -0.149, -0.182], [0.275, -0.125, 0.195], [0.111, 0.033, -0.216], [-0.054, -0.035, 0.180], [0.061, 0.018, -0.231], [0.023, 0.080, 0.056], [0.016, 0.043, 0.066], [0.104, -0.044, -0.005], [0.094, 0.039, -0.058], [0.097, 0.019, 0.011], [0.074, 0.112, -0.012], [-0.024, -0.028, 0.088], [-0.060, -0.084, -0.087], [-0.043, 0.070, -0.077], [-0.055, -0.078, -0.004], [0.012, 0.066, 0.025], [0.081, -0.003, 0.050], [0.061, 0.121, -0.141]],
  "gap_ha": [0.28875, 0.29810],
  "charge": 0,
  "e_tot_ha": -481.73300,
  "largest_force_ev_per_a": 2.39,
  "lumo_energy_ha": [0.0028, 0.0128],
  "e_above_lowest_kcal_mol": 131.6
}

***

{
  "formula": "C41H46ClN2O6PdS2Si2",
  "method": "ωB97M-V/def2-TZVPD",
  "species": ["Pd", "N", "C", "C", "C", "C", "C", "C", "S", "O", "O", "O", "H", "H", "H", "H", "H", "H", "C", "Si", "C", "C", "C", "Si", "C", "C", "C", "H", "H", "H", "H", "H", "H", "H", "H", "H", "H", "H", "H", "H", "H", "H", "H", "H", "H", "H", "O", "C", "N", "S", "O", "O", "C", "C", "C", "C", "C", "C", "H", "H", "H", "H", "Cl", "C", "C", "C", "C", "C", "C", "C", "H", "H", "H", "H", "H", "H", "C", "C", "C", "C", "C", "C", "C", "C", "C", "C", "C", "C", "C", "C", "H", "H", "H", "H", "H", "H", "H", "H", "H", "H", "H"],
  "coordinates": [[-0.081473, 0.061110, 0.509779], [1.968724, 0.440619, -0.510861], [2.248916, 0.854258, -1.871609], [3.270881, 0.237339, -2.574767], [3.594797, 0.671636, -3.858884], [2.892889, 1.721142, -4.441977], [1.838379, 2.307431, -3.734151], [1.509478, 1.873080, -2.459688], [3.371626, 2.377692, -6.043294], [3.575590, 3.797627, -5.793470], [2.240475, 2.093025, -6.913490], [4.584634, 1.646385, -6.385878], [2.589963, -0.294246, -0.223954], [2.082652, 1.210355, 0.140711], [3.823248, -0.580406, -2.107464], [4.406479, 0.218409, -4.421013], [1.274454, 3.107847, -4.199886], [0.666882, 2.305204, -1.926252], [-2.100727, 1.270663, -3.348219], [-2.340319, -0.216683, -2.270628], [-4.075621, -0.866982, -2.505729], [-1.173621, -1.481036, -2.986638], [-2.163972, 0.286264, -0.472843], [-3.082647, -0.176010, 1.089343], [-2.785284, -1.856546, 1.855337], [-2.692354, 1.033265, 2.444189], [-4.906564, -0.109070, 0.735817], [-2.679568, 1.144801, -4.272113], [-1.043591, 1.381221, -3.619484], [-2.410837, 2.200899, -2.860639], [-4.260542, -1.018382, -3.578977], [-4.816071, -0.150420, -2.125985], [-4.235306, -1.826468, -1.990140], [-1.244445, -1.375006, -4.078047], [-1.393609, -2.524630, -2.729320], [-0.142085, -1.254277, -2.699036], [-2.159745, 1.375586, -0.485008], [-1.732265, -2.015067, 2.116521], [-3.111784, -2.703262, 1.232978], [-3.370948, -1.873252, 2.785391], [-1.621633, 1.130587, 2.602419], [-3.142792, 0.697067, 3.387361], [-3.058245, 2.034670, 2.196581], [-5.215519, -0.951925, 0.104023], [-5.176659, 0.824765, 0.222012], [-5.463416, -0.157899, 1.683152], [2.112498, 2.470962, 1.383130], [1.146476, 3.106218, 0.947392], [-0.050718, 2.570456, 0.563522], [-1.052930, 3.731104, -0.016659], [-2.239649, 3.833576, 0.789258], [-1.237378, 3.563874, -1.435021], [0.031117, 5.089289, 0.273350], [-0.152723, 6.432413, 0.004785], [0.927028, 7.272575, 0.247164], [2.140020, 6.769331, 0.723857], [2.297722, 5.414045, 0.985669], [1.216487, 4.588038, 0.760398], [-1.089123, 6.809380, -0.392565], [0.828099, 8.334086, 0.050737], [2.972100, 7.445285, 0.879272], [3.236592, 4.998199, 1.336768], [-1.469712, 1.442824, 7.966149], [-0.792031, 0.957438, 6.439956], [-0.950076, -0.354497, 6.010309], [-0.400073, -0.738295, 4.802455], [0.329325, 0.169679, 4.010926], [0.942225, -0.225787, 2.786097], [0.447443, 1.496285, 4.465507], [-0.103386, 1.887986, 5.670570], [-1.500569, -1.057654, 6.622331], [-0.527833, -1.758149, 4.450438], [0.972236, -1.280558, 2.565696], [1.690686, 0.431430, 2.365375], [0.983594, 2.210283, 3.845379], [-0.010625, 2.909080, 6.018580], [-1.444536, -6.933933, 0.651254], [-2.390145, -6.043820, 0.160571], [-2.052822, -4.711850, -0.029407], [-0.767835, -4.246506, 0.252880], [0.174889, -5.148559, 0.753024], [-0.163781, -6.481113, 0.947939], [-0.498450, -2.810874, -0.025602], [0.658892, -2.180896, -0.053430], [2.021069, -2.624943, -0.227698], [2.382558, -3.129310, -1.487986], [3.678095, -3.554793, -1.738630], [4.642856, -3.480367, -0.738848], [4.299892, -2.969169, 0.509471], [3.005738, -2.532740, 0.761781], [-1.703429, -7.974997, 0.802459], [-3.391474, -6.384654, -0.072649], [-2.791768, -4.015539, -0.417622], [1.175364, -4.812476, 0.996126], [0.578715, -7.168372, 1.335671], [-1.399811, -2.237047, -0.224443], [1.627447, -3.174548, -2.269129], [3.936037, -3.936606, -2.718946], [5.657145, -3.809330, -0.933335], [5.047131, -2.896380, 1.290372], [2.763013, -2.131461, 1.739140]],
  "forces_ev_per_a": [[-0.025, 0.764, -0.507], [-0.698, 0.165, -0.447], [-0.114, -0.304, 0.330], [0.124, -0.156, -0.070], [-0.068, 0.059, -0.071], [-0.049, -0.025, 0.468], [0.142, -0.132, -0.177], [-0.168, 0.032, 0.050], [0.109, 0.099, -0.411], [-0.018, -0.099, 0.121], [-0.082, -0.067, 0.116], [-0.044, -0.025, 0.118], [0.304, -0.267, -0.030], [0.364, 0.313, 0.167], [-0.036, 0.178, -0.103], [-0.102, 0.084, 0.086], [0.050, -0.012, 0.038], [0.157, 0.003, -0.114], [-0.069, 0.420, -0.104], [0.023, 0.094, -0.051], [-0.447, -0.157, -0.020], [0.214, -0.389, 0.054], [0.396, -0.318, 0.275], [-0.031, 0.066, 0.052], [0.019, -0.434, 0.016], [-0.160, 0.308, 0.134], [-0.556, 0.083, -0.151], [0.134, 0.019, 0.068], [-0.175, 0.025, 0.018], [0.019, -0.177, -0.174], [0.008, -0.011, 0.219], [0.105, -0.179, -0.136], [0.007, 0.199, -0.117], [0.040, -0.044, 0.183], [0.065, 0.149, -0.010], [0.009, -0.037, -0.081], [-0.052, 0.123, -0.031], [-0.182, -0.019, 0.056], [0.067, 0.287, 0.287], [0.082, -0.043, -0.148], [0.126, 0.056, 0.064], [0.041, 0.075, -0.113], [0.023, -0.109, 0.059], [-0.007, 0.195, 0.143], [0.010, -0.222, 0.141], [0.077, 0.011, -0.200], [-0.143, -0.015, 0.124], [-0.572, -0.141, -0.216], [0.975, 0.023, 0.427], [0.041, -0.337, 0.057], [-0.074, 0.069, 0.018], [-0.075, 0.137, 0.093], [0.019, 0.229, -0.093], [-0.025, -0.053, -0.020], [0.083, 0.022, 0.051], [-0.068, 0.036, -0.029], [0.167, 0.122, 0.057], [-0.208, -0.073, -0.008], [0.101, -0.046, 0.050], [0.036, -0.061, 0.001], [-0.042, -0.008, -0.007], [-0.116, 0.057, -0.015], [0.004, -0.009, -0.034], [0.007, 0.013, -0.032], [-0.002, -0.055, -0.084], [-0.090, -0.112, 0.046], [0.056, -0.037, -0.344], [0.009, -0.021, 0.547], [0.036, 0.224, 0.095], [0.022, 0.048, -0.096], [0.023, 0.022, -0.034], [0.020, 0.073, 0.061], [-0.010, -0.181, -0.069], [0.040, 0.050, -0.126], [-0.046, -0.064, 0.094], [0.005, -0.051, -0.019], [0.046, 0.041, 0.001], [0.040, 0.043, 0.005], [-0.057, -0.080, -0.098], [0.031, 0.092, 0.013], [-0.018, 0.039, 0.001], [-0.027, 0.089, -0.026], [-0.253, 0.000, -0.018], [0.697, -0.863, -0.173], [-0.384, 0.161, -0.128], [0.035, -0.136, -0.243], [-0.121, 0.048, 0.065], [-0.057, 0.026, 0.041], [-0.091, 0.041, -0.028], [0.299, 0.021, 0.196], [0.013, 0.037, 0.003], [0.028, 0.009, 0.001], [0.083, -0.109, -0.003], [-0.027, 0.027, -0.031], [-0.028, 0.022, -0.013], [-0.011, -0.005, -0.132], [0.116, 0.010, 0.116], [-0.013, 0.025, 0.037], [-0.064, 0.034, 0.012], [-0.023, -0.015, -0.023], [-0.022, 0.001, -0.063]],
  "spin_multiplicity": 5,
  "gap_ha": [0.25518, 0.17289],
  "charge": -1,
  "e_tot_ha": -4114.32046,
  "largest_force_ev_per_a": 1.12,
  "lumo_energy_ha": [0.0627, -0.0196]
}

***

{
  "formula": "C16H20F4N2O3",
  "method": "ωB97M-V/def2-TZVPD",
  "species": ["C", "C", "H", "H", "O", "C", "O", "C", "N", "H", "C", "H", "C", "C", "C", "C", "C", "C", "C", "H", "H", "F", "H", "H", "H", "H", "H", "N", "C", "O", "C", "C", "H", "H", "H", "H", "H", "H", "C", "F", "F", "F", "H", "H", "H"],
  "coordinates": [[-0.257384, -2.058287, 3.048143], [-0.776395, -1.417110, 1.734854], [-1.321472, -2.042622, 1.110449], [-1.532448, -0.616640, 2.001194], [0.121133, -1.072812, 0.721269], [0.333201, 0.299722, 1.011438], [-0.235070, 1.063282, 1.842559], [1.526981, 0.783807, -0.144460], [1.123566, 1.673517, -1.184221], [0.766251, 1.052089, -1.826130], [0.374443, 3.071555, -0.788462], [0.949130, 3.807150, -1.246999], [-0.892464, 2.733218, -1.653728], [-1.853374, 1.996555, -0.936034], [-2.601731, 2.190753, 0.052847], [-3.508629, 1.243955, 0.877844], [-3.520454, -0.127561, 0.206427], [-2.900733, -0.343971, -0.914515], [-1.919853, 0.763689, -1.620411], [-1.506783, 0.449766, -2.333641], [-3.024693, -1.270907, -1.530349], [-4.480971, -0.800257, 0.877030], [-3.999903, 1.611063, 1.705681], [-2.542083, 3.225871, 0.816707], [-1.328069, 4.090729, -1.675257], [-0.662239, 2.744790, -2.611758], [0.270515, 2.800299, 0.262024], [2.193438, -0.268499, -0.604349], [1.537588, -1.225245, -1.456539], [0.702132, -0.878322, -2.161419], [2.341558, -2.398991, -1.807144], [1.902515, -3.509065, -0.772829], [2.254552, -3.063835, 0.351264], [0.835310, -3.762049, -0.671413], [2.386301, -4.510461, -0.798071], [3.451713, -2.148234, -1.717063], [2.062230, -2.909169, -2.896506], [2.906560, -0.815560, 0.230995], [2.635768, 1.469456, 0.857201], [2.929357, 0.705738, 1.911888], [3.828404, 1.605956, 0.277625], [2.163837, 2.629114, 1.674954], [0.155230, -1.364796, 3.563949], [-1.143773, -2.606798, 3.618602], [0.256792, -2.800861, 2.596376]],
  "forces_ev_per_a": [[-6.418, -3.157, -3.543], [-3.962, -0.593, 1.746], [-1.789, -2.256, 0.027], [1.290, -0.543, -0.611], [1.197, 4.782, 2.786], [0.437, 2.726, -0.870], [2.423, -3.693, -3.405], [-1.264, 4.544, 4.926], [1.930, 2.295, 3.074], [-1.641, -0.664, -2.323], [-0.837, -7.190, -2.119], [1.035, 1.515, 0.218], [0.164, 10.797, 6.007], [3.087, -5.880, -8.714], [-7.292, 2.902, 13.703], [5.773, -0.783, -8.279], [-2.911, 6.425, 5.614], [4.118, 0.533, -6.027], [-10.628, 0.577, 14.911], [6.244, -4.041, -10.511], [0.082, 0.786, 0.919], [0.187, -2.103, -0.781], [-1.052, 0.243, 1.581], [0.127, -2.538, -2.959], [0.549, -3.455, -0.014], [0.764, -1.349, -4.413], [-0.314, 1.772, 0.110], [4.156, -7.178, 1.502], [5.931, 1.140, 1.159], [-5.938, 1.774, -3.157], [0.426, -4.378, -0.705], [1.900, 0.581, 3.557], [-1.127, -1.313, -2.777], [0.217, 0.768, -0.449], [0.142, 0.874, -0.505], [-1.513, -0.621, -0.222], [0.777, 2.105, 2.657], [-2.977, 2.144, -3.335], [-0.973, 1.288, 2.386], [-0.355, -1.778, 0.147], [-0.868, 1.427, -0.374], [1.126, -1.424, -3.362], [3.261, 4.023, 3.782], [1.694, 1.526, -1.205], [2.825, -2.613, -0.153]],
  "gap_ha": 0.31924,
  "charge": 0,
  "e_tot_ha": -1355.92591,
  "largest_force_ev_per_a": 18.32,
  "lumo_energy_ha": 0.0049,
  "e_above_lowest_kcal_mol": 327.7
}

***

{
  "formula": "C3H5NO3",
  "method": "ωB97M-V/def2-TZVPD",
  "species": ["O", "C", "C", "C", "N", "O", "H", "H", "H", "O", "H", "H"],
  "coordinates": [[-0.857119, -0.765459, -0.456861], [0.347973, -0.139083, -0.315125], [1.654082, -0.509222, -0.577750], [2.308249, 0.558173, 0.098406], [1.584376, 1.493948, 0.572818], [0.265135, 1.010387, 0.369654], [-0.739703, -1.685080, -0.730375], [2.170745, -1.369189, -1.102235], [3.416631, 0.693459, 0.263415], [-3.769851, -0.907914, 0.216739], [-3.879670, -1.778780, 0.712691], [-3.025768, -0.473356, 0.577338]],
  "forces_ev_per_a": [[0.954, 0.788, -0.040], [-0.283, -1.153, 0.265], [-0.221, -0.140, 0.223], [3.516, -0.223, -0.575], [-1.396, -0.043, 0.682], [-0.086, -0.432, -0.829], [0.138, 0.254, -0.041], [-1.226, 1.244, 0.839], [-1.348, -0.249, -0.502], [-1.775, -2.575, 0.222], [0.363, 1.953, -0.914], [1.364, 0.575, 0.669]],
  "gap_ha": 0.36378,
  "charge": 0,
  "e_tot_ha": -397.71836,
  "largest_force_ev_per_a": 3.57,
  "smiles": "Oc1ccno1.O",
  "lumo_energy_ha": 0.0118,
  "e_above_lowest_kcal_mol": 74.3
}